Density functional theory data (ωB97M-V/def2-TZVPD) for C10H30BaN3O14 as an isolated structure in a non-equilibrium geometry.

Output
- strongest force on any atom (eV Å⁻¹) = 2.46
- highest occupied orbital energy (Eh) = -0.1791
- orbital gap (eV) = 6.2
- lowest unoccupied orbital energy (eV) = 1.29
- relative energy (zero: lowest compared OMol25 entry of this formula, charge and spin) (kcal per mole) = 7.72

ORCA input file:
```
! wB97M-V def2-TZVPD RIJCOSX def2/J DEFGRID3
* xyz -1 1
Ba -0.48382 0.12617 -0.20008
N 0.93560 1.58776 -3.68770
O 0.62325 1.26002 -2.50468
O 2.13668 1.48766 -4.03631
O 0.07655 1.98266 -4.47466
N -3.16349 -0.86618 -2.80996
O -3.80568 -1.89592 -3.11336
O -2.59231 -0.83227 -1.67283
O -3.03886 0.06351 -3.59777
N -2.16451 3.61102 -1.34513
O -2.50682 3.59394 -2.51857
O -1.72549 2.55109 -0.79167
O -2.26154 4.64074 -0.64303
C 2.18908 -2.62365 2.24399
C 0.71099 -2.49130 1.91975
O 0.25628 -1.14611 2.08341
H 2.77408 -1.93627 1.62937
H 2.56090 -3.61785 1.98888
H 2.39444 -2.38170 3.28643
H 0.13104 -3.11097 2.61538
H 0.44510 -2.89363 0.94070
H 0.08278 -1.01613 3.01847
C 4.36171 -0.70618 -0.76946
C 3.18582 0.22023 -1.10402
O 2.32582 0.36233 0.05301
H 3.99999 -1.71875 -0.58501
H 4.86585 -0.37919 0.14560
H 5.08525 -0.69454 -1.58457
H 2.60725 -0.21954 -1.90941
H 3.52778 1.21381 -1.38948
H 2.87574 0.84678 0.67714
C 1.17445 3.74727 2.59933
C 0.54945 2.43175 3.01199
O -0.37331 1.94878 2.06312
H 1.85357 4.15877 3.34972
H 0.43238 4.52123 2.40675
H 1.77343 3.55396 1.70669
H 0.08536 2.53263 4.00697
H 1.31765 1.68046 3.21824
H -1.11856 2.56392 2.03442
C -3.77206 0.51886 3.25938
C -3.67980 0.14332 1.79877
O -2.56671 -0.72494 1.54134
H -4.51432 1.29713 3.45483
H -2.83833 0.97397 3.60725
H -3.99610 -0.31730 3.92447
H -3.51360 0.99795 1.13962
H -4.61366 -0.32147 1.47225
H -2.83355 -1.61699 1.78292
C -0.51299 -3.21447 -3.54324
C 0.20157 -1.91253 -3.17777
O 0.60552 -1.94943 -1.78350
H -1.29729 -3.43797 -2.81972
H 0.18178 -4.06370 -3.50334
H -0.93767 -3.16351 -4.54455
H -0.52207 -1.10543 -3.27313
H 1.07958 -1.80727 -3.81367
H 1.42590 -2.45253 -1.78354
*
```